Molecular formula: C8H16F8LiN4O20S10
Method: DFT, wB97M-V/def2-TZVPD

Geometry as XYZ:
```
67
Properties=species:S:1:pos:R:3:forces:R:3
S 2.450 1.699 3.016 -0.903 8.590 -0.461
S 4.926 -1.430 -1.576 5.783 4.300 2.180
S 3.662 4.130 -1.046 4.665 3.602 -0.498
S 1.657 3.032 -1.372 -2.984 -2.646 -0.987
S -2.085 2.226 1.984 2.847 1.059 -8.040
S 2.567 -0.514 2.471 1.976 -10.409 -0.746
S -3.251 2.248 3.968 -1.469 1.237 2.617
S -2.169 0.452 -1.973 -0.439 0.417 0.297
S 2.785 -1.249 -2.295 -7.318 -3.277 -3.067
S -1.572 -1.829 1.207 0.886 1.294 0.302
F 1.304 1.956 -2.513 0.388 0.432 -0.510
F -2.801 2.782 5.451 -0.852 -0.455 -0.538
F 2.820 3.062 2.256 -0.509 -0.251 -0.801
F -1.506 3.522 1.097 -0.453 -1.253 -0.234
F 6.367 -0.684 -1.910 -0.635 -0.291 -0.557
F 2.167 -1.460 1.225 1.076 -0.390 -0.454
F 5.154 3.911 -0.569 0.900 -0.062 -0.131
F 2.128 -0.749 -3.762 -1.328 -0.154 1.232
O -0.976 0.592 -1.123 -2.341 0.108 -1.050
O -3.586 0.715 -1.538 3.536 -0.601 -1.240
O 3.788 4.889 -2.272 0.263 0.391 0.812
O -3.346 1.908 1.275 2.446 0.257 2.017
O 5.313 -2.774 -1.773 -0.532 -1.112 -0.334
O -3.097 0.793 4.072 -0.156 2.134 -0.112
O 1.141 4.302 -1.961 1.375 -3.063 1.701
O 3.658 1.771 3.848 -2.090 -2.385 -0.062
O 1.432 -1.032 3.280 1.780 2.577 0.358
O 2.599 -2.757 -2.460 0.462 4.251 1.063
O 3.112 4.739 0.114 -0.873 0.544 0.199
O -4.583 2.789 3.703 1.601 -0.998 1.163
O -0.282 -1.322 0.683 -2.203 -1.748 1.273
O -2.744 -1.065 0.866 -0.231 -0.662 -0.165
O 2.107 -0.617 -1.183 0.236 -0.591 -1.769
O 3.934 -1.058 2.857 -3.968 2.397 -0.623
O 1.095 2.101 3.494 3.592 -2.498 -0.403
O 4.757 -0.873 -0.242 -0.824 -1.499 -1.762
O -0.952 1.329 1.931 -1.710 -0.090 0.035
O 0.928 2.382 -0.284 1.394 1.722 -0.808
N -2.110 3.150 3.206 -2.566 -2.039 3.085
N 3.359 2.668 -1.331 -4.894 -0.727 -0.088
N 2.496 0.751 1.563 -0.129 1.935 4.472
N 4.072 -0.633 -2.785 3.970 -1.563 2.640
C -2.333 0.349 -4.665 0.378 0.438 1.140
C -2.021 -1.245 -2.741 -0.713 -0.060 -0.639
C -1.658 -2.208 3.077 0.344 -0.690 -0.745
C -2.544 -3.490 3.124 0.604 1.604 -1.354
C -1.789 1.341 -3.605 -0.390 -0.855 0.635
C -1.663 -1.006 -4.241 -0.208 1.369 -0.414
C -2.040 -4.400 1.949 -0.729 -0.343 1.514
C -1.821 -3.608 0.667 0.383 0.851 0.459
Li 0.816 0.352 0.333 -0.438 0.296 -0.336
H -1.986 -1.425 3.761 -0.301 0.542 -0.898
H -3.571 -3.233 2.863 -0.104 0.533 -0.290
H -2.955 -1.804 -2.686 -0.511 0.588 0.009
H -2.721 -3.868 4.131 0.959 -0.620 -0.053
H -0.598 -0.839 -4.405 0.129 -0.459 0.226
H -2.092 0.720 -5.662 0.431 -0.374 -0.094
H -2.863 -5.113 1.893 0.368 -0.533 -0.648
H -2.656 -3.613 -0.033 -0.080 0.187 0.210
H -2.047 -1.704 -4.984 0.187 -0.739 0.568
H -3.414 0.215 -4.675 -0.189 0.283 0.402
H -0.602 -2.346 3.306 0.088 -0.509 0.142
H -2.051 2.399 -3.587 -0.732 -0.265 0.107
H -1.108 -4.894 2.221 -0.104 -0.124 0.086
H -0.701 1.354 -3.674 0.095 -0.270 0.206
H -0.918 -3.922 0.142 -0.004 0.139 0.071
H -1.383 -1.862 -2.108 0.771 0.529 -0.312
```
Positions in Å, forces in eV/Å.

For the highest occupied orbital energy, the calculation gives -2.272 eV. As for the net charge: -3. For the calculated total energy, the calculation gives -185755.973 eV. The calculation puts the frontier orbital gap at 7.48 eV. For the energy above the lowest of the compared OMol25 structures with the same formula, charge and spin, the calculation gives 1.57 kcal per mole. As for the LUMO energy: 5.21 eV. As for the spin multiplicity: 1.

---

Molecular formula: C3HClIN
Method: DFT, wB97M-V/def2-TZVPD

Geometry as XYZ:
```
7
Properties=species:S:1:pos:R:3:forces:R:3
I 2.471 -1.872 0.360 -0.769 0.825 -0.178
Cl 1.215 1.375 -1.549 -0.145 0.114 -0.009
N -2.993 0.981 0.296 -1.832 0.229 0.429
C 0.571 0.394 -0.440 -2.437 0.238 0.409
C -1.892 0.806 0.052 4.344 -0.372 -1.045
C 0.683 -0.647 0.304 1.102 -1.144 0.442
H -0.054 -1.037 0.978 -0.263 0.110 -0.048
```
Positions in Å, forces in eV/Å.

For the highest occupied orbital energy, the calculation gives -10.463 eV. As for the net charge: 0. For the calculated total energy, the calculation gives -25234.744 eV. The calculation puts the frontier orbital gap at 7.62 eV. For the energy above the lowest of the compared OMol25 structures with the same formula, charge and spin, the calculation gives 99.40 kcal per mole. As for the LUMO energy: -2.84 eV. As for the spin multiplicity: 1.

---

Molecular formula: C20H25N3O3
Method: DFT, wB97M-V/def2-TZVPD

Geometry as XYZ:
```
51
Properties=species:S:1:pos:R:3:forces:R:3
O 0.783 0.968 -1.178 -0.002 0.040 -0.215
O 3.700 -2.051 0.201 0.231 -0.321 -0.050
O -2.136 -0.203 2.739 -0.307 0.013 -0.236
N 1.559 -1.408 -0.234 -0.526 0.022 -0.156
N 0.803 2.886 -0.009 0.152 -0.080 0.043
N 3.278 0.147 0.102 0.583 -0.039 -0.260
C -1.360 -2.024 -0.748 -0.096 -0.332 -0.023
C 0.090 -2.242 -2.770 -0.089 -0.321 -0.039
C 1.370 1.674 -0.355 0.163 -0.034 -0.117
C -3.689 1.100 -0.247 0.003 -0.045 0.090
C -2.279 0.557 1.621 -0.127 0.084 -0.117
C 1.084 -3.086 -1.978 0.101 0.225 0.075
C -1.550 2.163 -0.021 -0.208 -0.039 -0.059
C 1.052 -2.743 -0.483 0.157 -0.546 0.194
C 2.860 -1.195 0.004 0.036 0.302 0.272
C -1.320 -2.426 -2.218 0.055 0.305 0.008
C -0.910 -0.166 3.428 0.245 0.013 0.133
C 2.623 3.547 1.332 -0.314 0.232 -0.101
C 1.401 3.796 0.796 0.481 0.280 0.372
C -3.471 0.390 0.914 0.086 -0.044 0.176
C -0.372 -2.859 0.064 0.088 0.181 -0.021
C 3.232 2.306 1.085 -0.340 -0.353 -0.304
C 2.626 1.353 0.300 -0.028 0.395 0.475
C -2.730 1.978 -0.725 0.214 0.149 0.010
C -1.332 1.463 1.157 0.038 -0.092 0.235
C -0.517 3.132 -0.555 -0.414 -0.036 -0.317
H 0.121 -2.536 -3.822 0.042 0.091 -0.025
H 1.718 -3.429 0.055 -0.158 0.109 -0.096
H 2.098 -2.932 -2.354 0.041 -0.087 0.017
H -1.117 -0.964 -0.661 -0.055 0.149 0.048
H 4.192 2.091 1.531 0.084 -0.085 0.054
H 4.241 0.161 0.421 -0.229 -0.134 -0.143
H -0.468 3.020 -1.644 -0.016 0.080 0.172
H -0.671 -3.909 0.025 -0.029 -0.067 0.018
H -1.620 -3.472 -2.320 -0.061 -0.065 -0.038
H -2.367 -2.161 -0.346 -0.002 0.099 0.036
H -0.722 0.820 3.868 -0.005 -0.030 -0.036
H 0.840 -4.144 -2.095 0.012 -0.077 -0.029
H 1.034 -0.644 -0.658 0.202 0.080 0.116
H -2.896 2.515 -1.646 -0.015 0.054 -0.142
H 0.364 -1.188 -2.710 0.038 0.090 -0.074
H -0.073 -0.438 2.776 -0.023 0.015 0.001
H -0.998 -0.902 4.226 0.054 0.064 -0.040
H -0.414 1.615 1.705 0.091 -0.034 0.056
H 0.862 4.714 0.971 -0.064 0.015 -0.023
H -2.026 -1.816 -2.786 -0.067 -0.057 -0.043
H -4.609 0.961 -0.794 -0.093 -0.029 -0.046
H -4.199 -0.309 1.293 -0.095 -0.105 0.040
H -0.808 4.159 -0.318 0.152 -0.083 -0.007
H 3.109 4.278 1.955 -0.024 0.113 0.050
H -0.388 -2.545 1.109 0.037 -0.063 0.067
```
Positions in Å, forces in eV/Å.

The structure (SMILES) is COc1cccc(Cn2cccc(NC(=O)NC3CCCCC3)c2=O)c1. For the highest occupied orbital energy, the calculation gives -8.161 eV. As for the net charge: 0. For the calculated total energy, the calculation gives -31760.090 eV. The calculation puts the frontier orbital gap at 8.51 eV. For the energy above the lowest of the compared OMol25 structures with the same formula, charge and spin, the calculation gives 20.84 kcal per mole. As for the LUMO energy: 0.35 eV. As for the spin multiplicity: 1.

---

Molecular formula: C8H9B2F9NO7S
Method: DFT, wB97M-V/def2-TZVPD

Geometry as XYZ:
```
37
Properties=species:S:1:pos:R:3:forces:R:3
S 0.412 -1.527 -0.207 -0.100 -0.304 -0.111
F -0.259 -3.153 2.075 -0.159 -0.075 -0.078
F 0.709 -0.046 1.949 -0.135 0.076 0.047
F -1.167 -0.445 5.067 -0.013 -0.089 -0.048
F 1.820 -3.161 2.686 0.157 -0.165 0.031
F 1.222 -0.980 4.376 0.020 0.113 -0.020
F 0.417 -2.958 4.766 0.057 -0.033 0.082
F -1.956 -2.340 4.375 0.074 0.125 -0.053
F -1.548 -0.762 2.958 0.025 -0.052 0.135
F 2.448 -1.213 1.395 0.201 0.058 0.017
O 4.359 3.623 -2.888 0.240 -0.039 -0.351
O 3.299 1.822 -2.628 0.128 0.074 0.136
O 2.110 0.273 -1.171 -0.036 0.209 0.114
O 0.957 1.092 -3.022 -0.204 0.123 0.046
O 1.147 -2.647 -0.716 0.066 0.027 0.003
O -1.019 -1.600 -0.072 -0.026 0.145 0.086
O -2.192 -0.047 -3.442 0.702 0.105 -0.424
N 3.348 3.064 -3.158 -0.205 -0.074 0.423
C 0.340 -1.892 3.944 -0.175 -0.114 -0.030
C 0.744 -2.382 2.523 0.042 0.257 0.047
C -1.122 -1.341 4.076 -0.035 0.032 -0.052
C 0.147 0.072 -2.426 0.265 -0.139 -0.170
C -2.686 1.518 -0.650 0.051 -0.028 -0.098
C 1.121 -1.248 1.498 0.000 -0.148 -0.056
C -1.788 1.934 -1.842 0.205 -0.063 -0.005
C 0.772 0.013 -1.010 0.054 0.301 -0.192
B -1.321 0.633 -2.597 -0.256 -0.084 0.029
B 1.981 1.505 -2.023 -0.166 -0.133 -0.081
H 0.333 -0.859 -2.979 -0.128 -0.112 0.213
H 0.282 0.787 -0.395 -0.060 -0.226 0.191
H -2.532 0.534 -4.129 -0.514 0.032 0.288
H 1.600 2.439 -1.308 0.028 -0.011 -0.177
H -2.415 0.530 -0.266 0.016 0.056 0.049
H -3.734 1.462 -0.950 0.022 -0.007 0.033
H -2.333 2.612 -2.508 0.037 0.058 0.083
H -2.594 2.227 0.174 -0.104 -0.002 -0.029
H -0.903 2.459 -1.474 -0.073 0.107 -0.079
```
Positions in Å, forces in eV/Å.

For the highest occupied orbital energy, the calculation gives -5.850 eV. As for the net charge: -1. For the calculated total energy, the calculation gives -60912.104 eV. The calculation puts the frontier orbital gap at 8.59 eV. As for the LUMO energy: 2.74 eV. As for the spin multiplicity: 1.